[1]
{
  "formula": "C18H16Cl3N2O9RuS",
  "method": "ωB97M-V with the def2-TZVPD basis set",
  "homo_energy_ev": [-8.626, -8.588],
  "max_force_ha_per_bohr": 0.021,
  "spin_multiplicity": 2,
  "de_lowest_ev": 0.701,
  "charge": 0,
  "elements": ["Ru", "Cl", "C", "C", "C", "Cl", "C", "O", "C", "C", "O", "C", "H", "H", "H", "O", "Cl", "O", "O", "O", "C", "C", "C", "C", "C", "C", "C", "S", "O", "O", "O", "H", "H", "H", "H", "H", "H", "H", "C", "N", "C", "C", "N", "C", "H", "H", "H", "H", "H", "H"],
  "xyz": [[0.90605, -0.00118, 0.12190], [2.00203, -7.09891, -0.98520], [1.54782, -5.50200, -0.47907], [0.40699, -5.33770, 0.32680], [0.02661, -4.09248, 0.73720], [-1.36060, -3.89023, 1.74127], [0.74616, -2.91866, 0.35940], [0.31500, -1.78304, 0.78159], [1.90242, -3.12039, -0.43079], [2.75433, -2.05050, -0.81725], [2.60475, -0.83452, -0.61314], [2.28492, -4.41991, -0.84262], [-0.17231, -6.20104, 0.62360], [3.66351, -2.33103, -1.35992], [3.17247, -4.54313, -1.45016], [1.94139, 4.04522, -0.53935], [1.16409, 2.86481, -0.41018], [-0.02483, 2.93724, -1.19966], [1.97367, 1.67829, -0.84548], [0.84560, 2.57603, 0.97480], [-4.49524, 4.23865, -3.74638], [-3.74935, 3.14510, -3.03285], [-3.14598, 2.11261, -3.74648], [-2.47283, 1.09394, -3.09518], [-2.40050, 1.11676, -1.71192], [-2.98286, 2.13428, -0.97563], [-3.65846, 3.14094, -1.64419], [-1.57697, -0.19125, -0.88229], [-2.44020, -1.32564, -0.86781], [-0.26466, -0.41161, -1.58197], [-1.16039, 0.32514, 0.46151], [-4.12504, 4.37082, -4.76233], [-4.40085, 5.18758, -3.21935], [-5.55929, 3.99991, -3.80872], [-3.19482, 2.11160, -4.82862], [-1.99279, 0.30153, -3.65416], [-2.87841, 2.15049, 0.10026], [-4.10540, 3.94880, -1.07755], [1.97762, -0.09321, 5.48232], [2.21275, 0.12357, 4.06470], [3.32552, 0.70503, 3.49854], [3.10542, 0.73948, 2.15906], [1.87645, 0.18212, 1.91393], [1.36149, -0.17301, 3.07186], [2.91120, 0.05419, 6.01777], [1.63244, -1.11070, 5.65176], [1.23734, 0.60978, 5.85976], [4.15405, 1.04224, 4.09502], [3.71019, 1.13507, 1.36216], [0.39950, -0.64111, 3.20302]],
  "atomic_forces_ev_per_a": [[0.7432, -0.7560, -0.3051], [-0.0163, 0.0107, 0.0138], [-0.0026, -0.0025, 0.0002], [0.0107, 0.0116, -0.0052], [-0.0453, 0.0486, 0.0284], [0.0000, -0.0408, -0.0025], [-0.0657, -0.0143, 0.1361], [-0.1004, 0.0772, -0.0265], [0.0578, -0.0507, -0.0529], [0.0433, -0.0317, -0.0159], [-0.0073, 0.0991, 0.0621], [0.0539, 0.0009, -0.0246], [-0.0058, 0.0046, 0.0048], [-0.0004, 0.0408, 0.0029], [-0.0042, 0.0052, -0.0007], [0.2681, -0.2468, 0.0162], [-0.5453, 0.6041, 0.1035], [0.2867, -0.1367, 0.0944], [-0.6267, -0.2788, 0.1237], [-0.1554, 0.1804, -0.1056], [-0.0078, -0.0142, -0.0014], [-0.0061, 0.0111, 0.0041], [0.0013, -0.0017, -0.0059], [-0.0068, -0.0117, -0.0003], [0.0288, 0.0357, 0.0648], [0.0019, 0.0033, -0.0198], [0.0081, -0.0094, 0.0023], [-0.2934, 0.0260, -0.2504], [-0.0310, -0.0554, 0.0052], [0.2299, 0.0973, 0.0275], [0.2195, 0.3339, 0.2533], [0.0000, 0.0037, 0.0000], [0.0039, 0.0019, -0.0012], [0.0025, 0.0013, -0.0031], [-0.0018, 0.0047, 0.0006], [0.0008, -0.0006, -0.0011], [-0.0003, 0.0061, -0.0005], [0.0011, 0.0014, -0.0019], [-0.0224, 0.0008, 0.0307], [0.0142, 0.0020, -0.0393], [0.0005, 0.0143, 0.0249], [-0.0219, -0.0001, -0.0024], [-0.0344, 0.0688, -0.1508], [0.0087, -0.0422, 0.0362], [0.0074, -0.0074, -0.0099], [-0.0022, 0.0010, -0.0073], [0.0054, 0.0096, -0.0074], [-0.0006, -0.0003, -0.0012], [0.0047, -0.0036, 0.0021], [0.0015, -0.0014, 0.0051]]
}

[2]
{
  "formula": "C38H23Br2CrF5N2O2S2Si",
  "method": "ωB97M-V with the def2-TZVPD basis set",
  "homo_energy_ev": [0.144, -2.176],
  "max_force_ha_per_bohr": 0.038,
  "spin_multiplicity": 5,
  "de_lowest_ev": 0.605,
  "charge": -2,
  "elements": ["Cr", "F", "C", "C", "F", "C", "F", "C", "S", "C", "F", "C", "F", "S", "C", "C", "C", "C", "C", "N", "H", "H", "H", "H", "Br", "C", "C", "C", "Br", "C", "C", "C", "C", "N", "C", "C", "O", "H", "H", "H", "H", "O", "Si", "C", "C", "C", "C", "C", "C", "C", "C", "C", "C", "C", "C", "C", "C", "C", "C", "C", "C", "H", "H", "H", "H", "H", "H", "H", "H", "H", "H", "H", "H", "H", "H", "H"],
  "xyz": [[0.45018, -1.48053, -0.54601], [-3.99701, -1.92038, 5.79084], [-3.47052, -1.87265, 4.57118], [-2.40406, -2.62580, 4.12368], [-1.77056, -3.44857, 4.94783], [-1.93730, -2.52719, 2.82392], [-0.93130, -3.37609, 2.54198], [-2.48036, -1.68688, 1.83960], [-2.00127, -1.61467, 0.16352], [-3.54583, -0.93019, 2.29976], [-4.20699, -0.09914, 1.44356], [-3.97723, -0.98948, 3.61649], [-4.95227, -0.16554, 3.99210], [2.83174, -1.50419, -0.79482], [2.69972, -1.18468, 0.84989], [3.78125, -0.88241, 1.69008], [3.47937, -0.55597, 2.99956], [2.13544, -0.55713, 3.45798], [1.12220, -0.86276, 2.56575], [1.42174, -1.18902, 1.31016], [4.78316, -0.79199, 1.29315], [4.24649, -0.22985, 3.69369], [1.94163, -0.25752, 4.49320], [0.07641, -0.87787, 2.80643], [-0.63159, -2.21277, -5.50829], [-0.18607, -3.44689, -4.10960], [-0.11573, -4.78825, -4.47742], [0.16417, -5.74064, -3.50799], [0.35332, -7.56283, -4.10349], [0.43214, -5.43228, -2.17835], [0.81229, -6.29880, -1.16247], [1.14416, -5.68584, 0.09707], [0.99532, -4.36400, 0.32954], [0.59232, -3.51223, -0.62847], [0.34652, -4.02893, -1.89691], [0.04780, -3.01520, -2.79844], [-0.02767, -1.76608, -2.34718], [-0.30812, -5.11891, -5.49148], [0.92744, -7.35978, -1.26235], [1.38274, -6.34531, 0.90934], [1.20649, -3.94893, 1.31328], [0.48033, 0.48280, -0.59145], [0.12573, 2.00956, -0.61957], [-0.87893, 2.50174, -2.15399], [-0.92898, 1.52726, -3.13741], [-1.52425, 1.80395, -4.34592], [-2.05051, 3.03026, -4.62112], [-2.07734, 3.99964, -3.62905], [-1.50989, 3.72217, -2.39931], [-0.80253, 2.70625, 0.89150], [-2.01885, 2.08935, 1.25918], [-2.68104, 2.45428, 2.40550], [-2.11244, 3.44907, 3.22051], [-0.92481, 4.07923, 2.87901], [-0.30154, 3.70282, 1.70388], [1.72694, 3.09262, -0.79830], [2.96032, 2.61034, -0.45248], [4.10871, 3.37277, -0.46443], [4.06395, 4.68740, -0.87343], [2.83969, 5.20437, -1.26165], [1.70610, 4.44117, -1.17966], [-0.51356, 0.55046, -2.98046], [-1.49811, 1.03416, -5.08125], [-2.54918, 3.18340, -5.60195], [-2.61849, 4.96440, -3.77966], [-1.51026, 4.52225, -1.64380], [-2.39390, 1.30481, 0.66301], [-3.61152, 1.98331, 2.62768], [-2.60194, 3.74581, 4.13079], [-0.53316, 4.88083, 3.51401], [0.63261, 4.19425, 1.40364], [3.02214, 1.55387, -0.16694], [5.04142, 2.92180, -0.14422], [4.94419, 5.29922, -0.90605], [2.78629, 6.26116, -1.58135], [0.77268, 4.89135, -1.43561]],
  "atomic_forces_ev_per_a": [[0.0062, 0.2587, 0.6609], [0.0996, -0.1177, 0.4756], [0.2310, 0.7266, -1.7944], [-0.0355, 0.2264, -0.0306], [0.2094, -0.6242, 0.6764], [0.0363, -0.2312, -0.1892], [-0.0601, 0.3194, -0.2302], [0.6648, -0.4495, -0.2302], [-0.0172, -0.0011, -0.0711], [-0.4075, 0.4023, 0.0950], [0.3079, -0.5090, 0.8275], [-0.2033, -0.1176, -0.0909], [-0.7637, 0.4554, 0.2860], [0.4542, -0.0939, -1.1502], [-0.2000, 0.0520, 0.5720], [-0.3820, 0.5321, 1.0208], [-0.7450, 0.0310, -0.0824], [0.5200, 0.2868, 0.3053], [1.0586, -0.1801, -0.1205], [0.1790, -0.2670, -0.1737], [-0.0410, -0.1934, -0.0372], [0.0971, -0.1393, -0.0696], [-0.1390, -0.1949, -0.4701], [-0.2863, 0.1327, 0.2320], [0.0604, 0.0712, 0.2925], [-0.1145, 0.1028, -0.6332], [-0.1001, -0.1874, 0.4183], [0.0047, -0.1982, -1.0028], [-0.0879, 0.0986, 0.0613], [-0.0569, 1.0564, -0.4472], [0.5253, 0.6354, 1.6381], [-0.4968, -1.4308, -0.5493], [0.1750, 0.3130, 0.3395], [-0.2567, -0.0987, -0.0433], [0.4027, -0.1225, 1.4654], [-0.4661, 0.0925, -0.6725], [-0.2191, -0.2668, -1.0451], [0.0468, 0.2475, 0.0708], [-0.0806, -0.2206, -0.3431], [0.3027, -0.0855, 0.3785], [-0.0683, 0.0224, -0.2101], [-0.2303, -0.3202, 0.0270], [0.2419, 1.1979, -0.4317], [0.1441, -0.3339, 0.7521], [-0.0717, 0.2419, 0.0576], [0.5401, -0.5861, -0.2426], [-1.2303, 0.6906, -0.9957], [-0.7845, 0.8867, -0.0915], [0.3522, 0.6049, 0.3384], [-0.2476, -0.8684, -0.2579], [1.0929, 0.7589, 0.1371], [0.7763, 0.8711, 0.2668], [-0.2702, -0.1771, -0.0576], [-0.5970, 0.0998, 0.2546], [1.0710, 0.5016, -0.3161], [-0.9991, 0.5074, 0.1415], [0.3200, -1.7314, 0.4634], [0.6544, -0.0184, 0.1232], [-0.1555, -0.1482, -0.1055], [0.3997, 1.3457, -0.0429], [-0.5423, -0.5377, -0.1195], [0.2298, -0.3598, 0.1852], [-0.1919, -0.4585, -0.5982], [0.4471, 0.1105, 0.7274], [0.6216, -0.8059, 0.0094], [-0.0721, -0.4805, -0.1539], [-0.4608, -0.8080, -0.6996], [-0.4967, -0.1684, 0.4041], [-0.2589, 0.0248, 0.2828], [-0.0311, -0.3409, -0.2316], [-0.2851, -0.1593, 0.2023], [0.1001, 0.2853, -0.0273], [0.0401, 0.0303, -0.0538], [0.3677, 0.1802, 0.0120], [-0.0756, -0.6398, 0.1376], [-0.5525, 0.2712, -0.2259]]
}

What is the formula in the second record?
C38H23Br2CrF5N2O2S2Si

Number 2 is which compound?
C38H23Br2CrF5N2O2S2Si